No. 1
Here is a molecular structure, C14H30F3KN3O5P in a non-equilibrium geometry from the OMol25 dataset. Energies are from ωB97M-V with the def2-TZVPD basis set.

LUMO = 0.072 eV
2S+1 = 1
ΔE to the lowest compared entry with this formula, charge and spin = 0.0 kJ/mol

XYZ file:
```
57
Properties=species:S:1:pos:R:3:forces:R:3:nbo_charge:R:1
K -0.044 1.402 1.388 -0.252 0.164 0.595 0.961
C -1.095 3.710 3.686 -1.660 0.322 -0.866 0.323
O -0.289 4.033 2.492 0.663 -0.122 -0.429 -0.633
O -1.704 2.589 3.508 0.588 -1.212 -0.012 -0.891
C -0.156 3.809 4.882 0.365 -0.111 0.119 0.914
F 0.955 3.051 4.772 0.044 -0.104 -0.127 -0.345
F 0.272 5.082 5.071 0.110 0.176 0.014 -0.353
F -0.759 3.440 6.012 -0.185 -0.033 0.288 -0.325
C -0.149 5.368 2.066 -0.468 -0.046 0.218 -0.060
C 0.219 5.352 0.599 0.612 0.224 0.036 -0.619
H 0.290 6.367 0.202 -0.100 -0.013 0.006 0.207
H 1.211 4.905 0.474 -0.112 -0.105 -0.083 0.196
H -0.509 4.792 0.014 -0.066 -0.024 0.020 0.198
H 0.599 5.881 2.679 0.052 0.152 -0.167 0.169
H -1.103 5.904 2.183 0.046 -0.047 0.139 0.161
H -1.839 4.540 3.785 0.468 0.468 0.191 0.087
O 0.002 0.044 -0.945 0.110 0.519 0.459 -1.171
P -0.600 -0.642 -2.104 0.043 -0.467 -0.398 2.457
N -1.958 -1.539 -1.842 -0.405 -0.241 0.096 -0.818
C -3.235 -0.857 -1.661 0.032 0.109 0.415 -0.410
C -1.820 -2.726 -0.991 0.431 -0.014 -0.528 -0.413
N 0.474 -1.731 -2.731 -0.041 -0.301 0.400 -0.815
C 0.107 -2.709 -3.727 0.470 -0.080 -0.669 -0.409
C 1.728 -1.994 -2.057 0.349 -0.287 -0.137 -0.400
N -1.066 0.418 -3.257 -0.285 0.648 -0.119 -0.834
C -0.756 1.834 -3.048 0.836 -0.180 0.074 -0.397
C -1.699 0.040 -4.515 0.008 0.115 0.514 -0.402
H -3.460 -0.722 -0.596 -0.045 -0.082 -0.047 0.195
H -4.035 -1.441 -2.117 -0.052 0.064 -0.019 0.196
H -3.201 0.140 -2.091 -0.054 -0.058 -0.201 0.217
H -1.404 -2.475 -0.011 -0.265 -0.057 0.144 0.200
H -1.145 -3.442 -1.466 -0.012 0.045 0.059 0.201
H -2.790 -3.210 -0.912 -0.041 0.027 0.210 0.209
H 0.691 -2.578 -4.650 -0.014 0.067 0.125 0.192
H 0.336 -3.725 -3.383 -0.218 0.015 0.131 0.187
H -0.937 -2.636 -4.010 -0.103 -0.068 0.189 0.216
H 2.567 -1.911 -2.757 -0.012 0.158 0.069 0.187
H 1.858 -1.310 -1.225 0.051 0.075 -0.046 0.242
H 1.766 -3.026 -1.674 -0.170 0.069 0.017 0.166
H 0.326 1.994 -2.951 -0.083 -0.045 -0.099 0.200
H -1.072 2.404 -3.917 -0.286 0.076 0.112 0.205
H -1.180 2.203 -2.114 -0.310 0.140 -0.206 0.203
H -2.235 -0.897 -4.376 0.054 -0.081 -0.133 0.210
H -0.970 -0.055 -5.322 -0.085 -0.020 -0.117 0.192
H -2.446 0.795 -4.766 0.054 0.007 -0.167 0.202
O 1.242 -1.114 2.149 -0.090 0.335 -0.076 -0.601
C 1.775 -2.142 2.450 0.025 -0.257 -0.033 0.806
O 1.490 -2.796 3.591 -0.073 -0.133 -0.142 -0.475
C 2.126 -4.095 3.621 0.047 0.304 0.188 -0.072
C 3.284 -4.001 2.630 0.124 -0.671 -0.607 -0.439
C 2.821 -2.908 1.664 0.514 0.073 0.337 -0.532
H 1.385 -4.848 3.349 -0.014 0.042 -0.090 0.184
H 2.425 -4.260 4.652 0.087 -0.063 -0.021 0.205
H 3.450 -4.928 2.076 -0.245 -0.101 0.196 0.221
H 4.245 -3.823 3.111 -0.155 0.510 0.129 0.222
H 2.390 -3.316 0.751 -0.192 0.025 0.049 0.238
H 3.623 -2.236 1.361 -0.089 0.093 0.002 0.248
```
Forces are in eV/Å.

---

No. 2
Here is a single C2H5Br2OP molecule in a non-equilibrium geometry from the OMol25 dataset. Energies are from ωB97M-V with the def2-TZVPD basis set.

LUMO = -0.155 eV
2S+1 = 1
ΔE to the lowest compared entry with this formula, charge and spin = 272.1 kJ/mol
SMILES = CCP(=O)(Br)Br

XYZ file:
```
11
Properties=species:S:1:pos:R:3:forces:R:3:nbo_charge:R:1
C -1.404 0.133 -0.260 1.201 0.887 -3.011 -0.629
C -0.270 -0.288 0.682 -0.781 -2.301 1.204 -0.829
P 1.256 0.017 -0.208 0.536 -1.634 -7.417 1.335
O 1.162 -0.217 -2.103 0.122 1.009 7.745 -0.902
Br 2.883 -1.238 0.537 -0.328 -0.230 0.076 -0.124
Br 1.998 1.934 0.365 -0.092 0.868 0.051 -0.110
H -1.754 -0.559 -1.077 0.617 -0.025 1.329 0.250
H -2.238 0.472 0.298 -0.783 0.526 0.383 0.222
H -0.970 0.960 -0.980 -1.104 -1.011 1.666 0.241
H -0.288 -1.381 1.063 0.074 1.266 -1.331 0.272
H -0.375 0.167 1.683 0.537 0.645 -0.694 0.273
```
Forces are in eV/Å.

---

No. 3
Here is a molecular structure, C7H13AlINO2P in a non-equilibrium geometry from the OMol25 dataset. Energies are from ωB97M-V with the def2-TZVPD basis set.

total charge = +3
LUMO = -14.820 eV
2S+1 = 1

XYZ file:
```
26
Properties=species:S:1:pos:R:3:forces:R:3:nbo_charge:R:1
C -0.224 -2.689 1.222 -0.095 0.400 0.304 -0.202
C 0.185 -2.136 0.233 -0.017 0.730 -0.223 0.036
C 0.624 -1.388 -0.963 -0.046 -1.048 0.060 -0.650
P 0.602 0.485 -0.609 -0.399 -0.602 -0.175 0.743
C 2.476 0.400 0.154 3.412 0.323 0.481 -0.115
O 3.342 0.933 -0.742 -3.212 -0.204 0.053 -0.511
N 4.844 0.909 -0.143 2.779 1.434 0.930 0.537
O 5.238 1.947 -0.047 -0.506 -1.428 -0.403 0.028
C -1.320 0.668 -1.186 -3.006 1.206 -1.026 -0.539
C -2.248 1.335 -0.149 -0.303 -0.601 1.099 -0.365
C -3.150 0.298 0.573 0.832 -0.223 0.064 -0.645
I -3.483 2.689 -1.269 0.524 -0.356 -0.199 0.601
H -0.573 -3.017 2.199 -0.627 -0.376 -2.051 0.167
H 1.633 -1.715 -1.242 0.008 0.400 0.057 0.314
H -0.015 -1.628 -1.819 -0.062 0.236 0.149 0.315
H 0.200 0.867 0.691 0.089 0.013 -0.285 0.133
H 1.035 1.453 -1.540 -0.083 -0.152 0.214 0.183
H 2.752 -0.641 0.395 -0.844 -0.222 -0.330 0.214
H 2.452 0.953 1.106 -0.642 0.283 -0.325 0.210
H -1.777 -0.286 -1.475 0.525 -0.152 0.165 0.267
H -1.321 1.285 -2.104 1.081 -0.130 0.140 0.294
H -1.740 1.950 0.596 0.116 0.089 -0.314 0.239
H -4.078 0.111 0.034 -0.006 0.096 0.186 0.264
H -3.320 0.584 1.613 -0.364 0.167 -0.261 0.254
H -2.622 -0.666 0.617 -0.030 0.131 -0.028 0.203
Al 0.489 -2.703 3.853 0.873 -0.015 1.717 1.024
```
Forces are in eV/Å.

---

No. 4
Here is a molecular structure, C10H30O5 in a non-equilibrium geometry from the OMol25 dataset. Energies are from ωB97M-V with the def2-TZVPD basis set.

LUMO = 0.003 eV
2S+1 = 1
ΔE to the lowest compared entry with this formula, charge and spin = 1674.3 kJ/mol

XYZ file:
```
45
Properties=species:S:1:pos:R:3:forces:R:3:nbo_charge:R:1
C 0.037 -2.117 2.134 -0.041 -0.231 2.213 -0.659
C -0.189 -2.999 0.982 -1.464 0.772 -2.672 -0.078
O 0.204 -2.187 -0.195 -3.718 -10.633 1.158 -0.819
H 0.850 -1.411 1.966 -0.056 -0.151 0.187 0.275
H 0.221 -2.705 3.033 0.123 0.053 0.189 0.206
H -0.884 -1.565 2.324 0.228 0.073 0.344 0.167
H -1.247 -3.113 0.749 -0.491 -0.623 0.810 0.146
H 0.187 -4.021 1.035 0.774 0.395 -0.414 0.199
H -0.378 -1.426 -0.151 -0.321 -2.117 1.374 0.503
C 2.816 -0.227 -1.074 -0.907 0.452 -0.391 -0.646
C 1.585 -0.693 -0.279 5.150 2.124 0.976 -0.049
O 1.203 0.263 0.680 15.389 3.411 1.287 -0.829
H 3.529 0.316 -0.455 0.384 -0.956 0.244 0.195
H 2.513 0.565 -1.759 -0.191 -0.195 -0.525 0.186
H 3.242 -1.055 -1.640 0.220 0.064 0.060 0.201
H 1.833 -1.609 0.256 1.402 0.485 0.037 0.143
H 0.736 -1.116 -0.815 5.017 2.130 -1.168 0.167
H 0.261 0.428 0.604 2.785 3.964 1.041 0.455
C 1.305 3.249 -0.484 2.523 1.494 1.623 -0.572
C 2.766 2.768 -0.404 -0.415 -0.331 0.475 -0.077
O 3.215 2.830 -1.702 0.895 -0.355 -2.837 -0.742
H 0.978 3.269 0.556 -0.602 0.286 -0.010 0.197
H 0.605 2.642 -1.058 3.717 4.456 1.233 0.156
H 1.394 4.248 -0.912 -0.464 0.217 0.130 0.202
H 2.869 1.765 0.009 -0.591 0.430 0.141 0.200
H 3.521 3.369 0.104 -0.830 0.694 1.114 0.152
H 3.816 2.104 -1.882 0.084 -0.004 -0.063 0.468
C -0.810 1.487 -1.152 -1.683 -2.263 -1.363 -0.596
C -0.821 -0.048 -0.859 -2.925 3.548 -2.304 -0.168
O -0.479 -0.215 0.470 -11.776 -5.251 -3.749 -0.689
H -1.403 2.021 -0.410 0.232 0.054 0.211 0.201
H -1.284 1.692 -2.112 -0.188 -0.113 -0.203 0.207
H 0.184 1.924 -1.242 -2.879 -4.683 -0.738 0.212
H -0.077 -0.613 -1.420 -1.480 1.580 -1.346 0.222
H -1.787 -0.539 -0.975 1.348 1.518 -0.990 0.211
H -1.212 -0.141 1.085 -0.294 -0.507 -0.068 0.479
C -3.345 -1.208 -0.401 -0.773 -0.451 1.442 -0.643
C -3.439 -0.679 1.061 -0.910 -0.904 -1.553 -0.080
O -2.281 0.129 1.387 -6.977 1.155 2.961 -0.673
H -2.401 -1.752 -0.424 -0.532 -0.294 -0.488 0.221
H -3.458 -0.404 -1.128 0.180 -0.200 0.041 0.226
H -4.106 -1.953 -0.632 -0.346 0.097 0.479 0.236
H -3.515 -1.568 1.687 0.245 0.218 0.395 0.187
H -4.364 -0.108 1.138 0.241 0.282 0.358 0.193
H -2.388 0.400 2.302 -0.084 0.311 0.362 0.506
```
Forces are in eV/Å.

---

Table of highest occupied orbital energy (eV), in record order: -6.7203; -9.5759; -18.6902; -6.6887
Table of total energy (eV), in record order: -63481.5302; -153575.1542; -36999.8321; -21075.8393
Table of gap between HOMO and LUMO (eV), in record order: 6.8; 9.4; 3.9; 6.7